Below is C37H73AsB2F6Mg2N3O38 as an isolated structure at a distorted geometry, with properties calculated with wB97M-V/def2-TZVPD.

Element x y z (Å)
As  -1.227  2.127  5.608
Mg  -0.060  4.783  1.157
Mg  0.416  -0.610  3.544
F  -2.308  0.964  6.392
F  -2.135  3.545  6.257
F  -0.057  2.073  6.993
F  -2.264  2.156  4.190
F  -0.330  0.651  4.943
F  -0.116  3.171  4.721
O  1.320  1.531  -3.840
O  3.667  2.453  -6.267
O  2.154  0.221  3.868
O  -6.532  -5.836  -4.850
O  -0.330  2.880  1.421
O  1.390  0.486  -5.930
O  -4.786  -4.842  -3.705
O  -2.552  -5.298  -2.974
O  -2.536  -3.203  -0.100
O  -5.223  -0.010  0.821
O  1.053  4.471  -0.477
O  0.005  0.929  2.286
O  -4.047  -4.176  -1.487
O  -0.566  -4.682  -1.888
O  2.702  1.811  -1.899
O  2.940  -2.887  -1.604
O  -6.237  -7.824  -2.683
O  -0.690  1.200  0.315
O  0.867  -1.747  1.835
O  -4.605  -6.396  -2.017
O  -4.458  1.683  -0.327
O  2.855  2.206  0.203
O  -1.379  -1.216  3.542
O  1.544  -4.189  -3.430
O  -1.732  5.033  0.189
O  0.306  6.678  0.791
O  2.120  -5.138  -0.785
O  3.191  2.944  -4.086
O  -2.595  -1.645  -5.504
O  0.491  -2.136  -2.459
O  -2.972  0.900  -3.942
O  1.603  4.889  2.124
O  3.652  -2.032  2.590
O  0.746  -3.145  0.260
O  0.739  -1.845  5.011
O  1.390  3.614  -2.543
O  0.531  -3.725  2.319
O  -1.160  5.360  2.678
N  0.716  -2.884  1.461
N  -0.371  1.693  1.366
N  -4.634  0.496  -0.141
C  -2.553  5.492  2.421
C  1.676  -6.432  -0.277
C  0.433  -2.133  -3.894
C  -2.290  1.977  -3.229
C  3.459  -1.607  -2.030
C  -5.577  -6.797  -2.775
C  3.879  -3.433  -0.724
C  1.553  3.677  -1.294
C  -1.665  -2.138  4.581
C  -0.840  6.175  3.801
C  2.431  2.503  -0.905
C  4.203  -0.788  2.947
C  -3.205  -0.442  -6.033
C  2.591  0.972  5.014
C  2.244  -5.303  -3.885
C  -0.212  -1.058  -1.882
C  1.635  7.123  0.991
C  1.410  -3.168  -4.410
C  -0.283  7.389  -0.294
C  3.005  2.252  -5.229
C  -2.809  -3.943  -1.030
C  -2.258  4.873  -1.136
C  -1.817  -4.719  -1.966
C  1.832  -2.390  5.685
C  -5.720  -5.734  -3.927
C  -4.065  -0.436  -1.158
C  -0.376  -2.744  5.110
C  4.544  -3.126  2.890
C  -2.962  -2.851  -6.112
C  2.353  3.975  2.886
C  3.173  0.349  2.850
C  1.803  1.292  -5.046
C  -2.788  4.749  1.112
C  -2.599  0.801  -5.332
C  3.450  -4.818  -0.353
C  2.245  6.174  2.014
C  -2.414  -1.261  2.590
B  -3.959  -5.195  -2.563
B  2.142  2.480  -3.098
H  -2.785  3.670  1.265
H  3.348  3.800  2.478
H  -2.573  -3.771  -5.677
H  -0.095  -3.651  4.574
H  2.826  -1.253  -2.844
H  0.211  6.072  4.069
H  2.196  7.001  0.065
H  2.023  -6.776  0.697
H  -1.371  7.366  -0.223
H  4.065  -5.565  -0.854
H  2.280  -6.106  -3.149
H  -3.099  5.024  3.240
H  2.603  -2.577  4.938
H  3.290  -5.066  -4.081
H  4.600  -0.823  3.962
H  -1.408  5.114  -1.774
H  -4.286  -0.511  -5.905
H  -1.391  5.726  4.627
H  -4.017  -2.961  -5.860
H  4.897  -3.487  -1.109
H  2.377  -2.679  -4.530
H  0.400  -0.161  -1.785
H  0.635  -1.159  -4.341
H  -2.928  1.710  -5.837
H  -2.497  -2.236  2.111
H  -1.259  2.192  -3.513
H  0.037  8.419  -0.453
H  2.702  0.286  1.869
H  4.906  -3.195  3.916
H  -2.835  2.869  -3.540
H  -3.019  -0.216  -1.372
H  -0.470  -1.354  -0.865
H  -1.188  -0.924  -2.349
H  -2.079  -0.680  1.731
H  4.898  -0.474  2.168
H  -1.178  7.206  3.698
H  1.826  3.028  3.005
H  5.415  -3.180  2.237
H  -3.042  5.598  -1.354
H  -0.612  -2.311  -4.143
H  -4.587  -0.214  -2.089
H  3.920  -2.833  0.185
H  3.586  0.676  5.347
H  1.877  -5.734  -4.817
H  3.634  -4.953  0.713
H  3.945  -4.010  2.674
H  -2.845  6.530  2.266
H  3.620  1.341  2.783
H  2.447  4.262  3.933
H  0.599  -6.458  -0.110
H  1.103  -3.675  -5.325
H  1.702  8.159  1.323
H  3.307  6.053  1.801
H  -3.807  4.968  0.793
H  4.475  -1.702  -2.412
H  -2.136  -1.498  5.327
H  2.188  -1.791  6.523
H  -1.511  0.743  -5.380
H  -0.108  6.780  -1.180
H  -2.412  3.811  -1.330
H  2.311  6.661  2.987
H  2.607  2.048  4.840
H  -2.360  1.861  -2.147
H  -0.517  -3.018  6.155
H  3.447  -0.835  -1.261
H  -3.368  -0.855  2.927
H  1.894  -7.228  -0.989
H  -2.963  -0.373  -7.094
H  -4.284  -1.448  -0.820
H  1.957  0.736  5.868
H  1.678  -3.393  6.084
H  -2.681  -2.826  -7.165
H  -2.287  -2.967  4.243

net charge: -1
HOMO: -5.624 eV
E_tot: -7762.09747 Eh
M: 1427.1 g mol⁻¹
strongest force on any atom: 6.007 eV/Å

Mulliken population analysis, charges in e, atoms 1 to 99:
1. As 1.88
2. Mg 1.60
3. Mg 1.29
4. F -0.49
5. F -0.52
6. F -0.53
7. F -0.41
8. F -0.14
9. F -0.29
10. O 0.48
11. O -0.63
12. O 1.68
13. O -0.68
14. O -0.14
15. O -0.64
16. O -0.41
17. O -0.29
18. O -0.35
19. O -0.61
20. O -0.30
21. O -0.09
22. O -0.64
23. O -0.45
24. O -0.44
25. O 0.31
26. O -0.66
27. O 0.12
28. O -0.82
29. O -0.70
30. O -0.63
31. O -0.55
32. O 0.58
33. O 0.42
34. O 0.60
35. O -0.23
36. O 0.67
37. O -0.76
38. O -0.07
39. O 0.51
40. O -0.23
41. O 0.86
42. O 0.14
43. O 0.26
44. O 0.08
45. O -0.47
46. O -0.72
47. O 0.45
48. N -0.29
49. N -0.81
50. N 1.09
51. C -1.17
52. C -1.17
53. C 1.02
54. C -0.49
55. C -0.47
56. C 0.62
57. C 0.17
58. C 0.20
59. C -0.91
60. C -1.10
61. C 0.65
62. C -1.13
63. C -0.93
64. C -0.88
65. C -1.15
66. C 1.25
67. C -0.88
68. C -1.12
69. C -0.92
70. C 0.17
71. C 0.56
72. C -1.18
73. C 0.21
74. C -0.88
75. C 0.54
76. C 0.05
77. C -1.02
78. C -1.09
79. C -0.96
80. C -1.12
81. C 0.09
82. C 0.47
83. C -0.41
84. C 0.02
85. C -0.79
86. C -0.93
87. C -1.12
88. B 1.12
89. B 0.64
90. H -0.08
91. H 0.45
92. H 0.21
93. H 0.52
94. H -0.34
95. H 0.19
96. H 0.41
97. H 0.35
98. H 0.15
99. H 0.46